Entry 1:
This record from OMol25 describes C42H44N7OTc as an isolated structure at a distorted geometry. The level of theory is ωB97M-V with the def2-TZVPD basis set.

Each line ends with the Mulliken spin population.
Geometry (Å):
1 Tc 0.24277 -0.31820 0.34739  1.0531
2 C -3.28924 -1.84416 -0.03273  0.0285
3 C -2.50227 -3.11851 -0.33524  -0.0065
4 C -1.00702 -3.15484 0.03568  0.0189
5 N -0.08037 -2.31125 -0.72036  -0.0990
6 C 0.28022 -2.76479 -1.93074  0.0242
7 C -0.37063 -3.86638 -2.55567  -0.0472
8 C -0.33068 -4.35927 -3.86138  0.0470
9 C 0.40021 -3.95159 -4.95243  -0.0353
10 C 1.50179 -3.07500 -4.91927  0.0511
11 C 2.00207 -2.42580 -3.81961  -0.0349
12 C 1.47015 -2.20633 -2.53995  0.0738
13 N 2.44325 -1.69041 -1.55031  0.0186
14 C 4.10364 -0.31423 -0.41012  -0.0087
15 C 3.59747 -0.20717 1.02690  0.0270
16 C 2.90295 -1.44112 1.62886  -0.0003
17 N 1.45513 -1.30601 1.69639  -0.0544
18 C 0.84228 -1.81469 2.76892  -0.0396
19 C 1.47761 -2.76205 3.60532  0.0672
20 C 1.18998 -3.18377 4.88669  -0.0205
21 C 0.15802 -2.79005 5.72319  0.0470
22 C -0.94082 -2.02687 5.35576  -0.0178
23 C -1.27577 -1.49745 4.12666  0.0383
24 C -0.54210 -1.36641 2.92734  0.0304
25 N -1.02125 -0.75375 1.84275  -0.1048
26 C -2.39399 -0.30704 1.80235  0.0292
27 C -3.37299 -1.43407 1.44086  -0.0075
28 H -4.30233 -2.02857 -0.39570  0.0005
29 H -2.88675 -1.02099 -0.62095  -0.0163
30 H -2.62845 -3.31348 -1.40282  -0.0001
31 H -2.96698 -3.94836 0.20492  0.0016
32 H -0.66728 -4.19568 -0.05999  -0.0057
33 H -0.90398 -2.89846 1.08850  0.0006
34 H -1.07221 -4.40488 -1.94302  -0.0003
35 H -1.01096 -5.18530 -4.04111  0.0018
36 H 0.19209 -4.42904 -5.89931  -0.0018
37 H 2.07826 -2.99423 -5.82960  0.0026
38 H 2.98191 -1.99553 -3.96832  -0.0050
39 H 4.75412 0.54641 -0.56210  -0.0003
40 H 4.72778 -1.20315 -0.52971  0.0009
41 H 2.93019 0.65078 1.09035  -0.0041
42 H 4.46491 0.01902 1.64848  0.0014
43 H 3.29758 -1.55717 2.64501  -0.0075
44 H 3.18917 -2.34889 1.07545  -0.0036
45 H 2.34853 -3.24147 3.17851  0.0088
46 H 1.89316 -3.89230 5.30738  -0.0023
47 H 0.18962 -3.14924 6.74208  0.0030
48 H -1.67010 -1.85554 6.13641  -0.0003
49 H -2.25355 -1.04245 4.11307  0.0030
50 H -2.46299 0.47140 1.04234  0.0026
51 H -2.69102 0.15341 2.74869  0.0009
52 H -4.37894 -1.06433 1.64727  -0.0005
53 H -3.19756 -2.29809 2.08417  -0.0008
54 N -3.96010 9.08661 0.53865  0.0000
55 C -3.47407 8.05586 0.42276  0.0001
56 C -2.87741 6.77992 0.28624  -0.0002
57 C -3.52883 5.65371 0.78817  0.0003
58 C -2.93776 4.41282 0.67044  -0.0009
59 C -1.68970 4.27525 0.06822  0.0055
60 C -1.04834 5.40168 -0.43928  -0.0002
61 C -1.63659 6.64765 -0.33589  -0.0003
62 C -1.05421 2.93375 0.06257  0.0144
63 C -0.13599 2.68828 1.08662  0.0087
64 C 0.26088 3.62485 2.07139  -0.0039
65 C 1.11736 2.96191 2.92335  0.0039
66 C 1.20946 1.65412 2.44685  -0.0016
67 N 0.48393 1.47791 1.33534  -0.0092
68 C -1.44011 2.01555 -0.90979  0.0009
69 C -2.27798 2.30250 -2.01890  0.0048
70 C -2.30760 1.16650 -2.79106  0.0065
71 C -1.50538 0.22006 -2.13399  0.0345
72 N -0.98880 0.70562 -1.00448  -0.0911
73 H -4.48507 5.76206 1.27620  0.0000
74 H -3.43110 3.53828 1.06737  0.0000
75 H -0.08040 5.30366 -0.90851  0.0001
76 H -1.13838 7.52458 -0.72078  -0.0001
77 H -0.06625 4.64467 2.12570  -0.0009
78 H 1.61845 3.35389 3.78529  0.0004
79 H 1.76026 0.85109 2.89967  0.0034
80 H -2.76015 3.24459 -2.19358  -0.0002
81 H -2.83500 1.01571 -3.71124  0.0001
82 H -1.30200 -0.78485 -2.45910  -0.0057
83 C 3.56167 0.26247 -2.84074  0.0006
84 C 2.36250 1.00774 -3.41560  0.0018
85 C 1.80306 1.60300 -2.13136  -0.0028
86 O 1.93631 0.55393 -1.16108  0.0224
87 C 3.01576 -0.27690 -1.50384  -0.0030
88 H 4.35125 0.98225 -2.61401  0.0001
89 H 3.97945 -0.50128 -3.48863  0.0007
90 H 1.64490 0.32020 -3.86560  -0.0012
91 H 2.64347 1.76263 -4.14448  -0.0002
92 H 0.75978 1.90629 -2.18264  0.0016
93 H 2.41770 2.44802 -1.79669  0.0014
94 H 3.24254 -2.33197 -1.52008  0.0014
95 H 1.89783 -1.73726 -0.65072  -0.0493

Force components x, y, z for each atom (eV/Å):
Tc 1.566 -0.159 -1.503
C -0.009 -0.150 0.052
C 0.215 0.280 0.012
C -0.288 -0.626 0.203
N 0.152 -0.330 -1.417
C -0.441 1.517 2.190
C -0.284 -1.350 -2.105
C -1.088 0.193 2.746
C 2.686 1.785 -1.136
C -2.301 -2.146 -1.388
C -0.102 1.253 3.038
C 1.331 -0.643 -1.971
N -0.225 -0.246 -0.086
C -0.384 0.225 0.287
C -0.102 -0.233 -0.100
C 0.022 0.128 0.131
N 0.181 0.057 0.254
C 0.565 -0.402 0.343
C -0.107 0.106 -0.635
C -0.534 0.149 0.653
C 0.499 -0.327 0.001
C -0.024 0.057 -0.407
C -0.220 -0.061 0.505
C -0.444 0.575 -0.752
N 0.045 -0.790 1.007
C -0.360 -0.093 0.161
C 0.177 0.341 -0.115
H 0.001 0.054 -0.088
H -0.113 0.048 0.013
H -0.027 -0.110 -0.007
H 0.023 -0.053 -0.050
H -0.061 0.044 0.152
H 0.034 -0.042 -0.165
H 0.096 -0.044 0.158
H 0.004 0.030 0.065
H -0.014 0.001 -0.067
H -0.047 0.095 -0.098
H 0.036 -0.009 0.025
H -0.002 -0.027 -0.232
H 0.087 -0.055 -0.122
H 0.080 -0.023 0.020
H 0.026 0.026 -0.042
H -0.032 -0.123 -0.166
H 0.137 -0.117 0.087
H 0.050 0.115 -0.038
H 0.049 -0.011 0.020
H -0.038 -0.061 0.035
H -0.100 -0.018 0.030
H -0.031 0.093 -0.014
H -0.030 0.014 0.017
H 0.028 0.044 -0.027
H -0.030 -0.069 0.056
H -0.053 -0.037 0.138
N -0.171 0.378 0.035
C -0.186 0.429 0.008
C 0.387 -0.809 -0.059
C 0.024 0.147 -0.009
C 0.130 -0.080 -0.102
C -0.199 0.292 -0.010
C -0.005 -0.233 0.003
C -0.134 0.044 0.058
C 0.562 -0.352 0.518
C -0.404 0.345 -0.423
C 0.285 -0.057 0.435
C -0.307 0.725 -0.122
C -0.298 -0.318 -0.406
N 0.275 -0.133 0.514
C -0.331 0.014 -0.271
C 0.162 -0.099 0.117
C -0.079 0.107 -0.116
C 0.141 0.164 -0.043
N -0.254 0.269 -0.167
H -0.080 0.017 0.018
H -0.058 -0.082 0.044
H 0.093 -0.037 -0.020
H 0.030 0.050 -0.034
H -0.031 0.180 0.047
H 0.080 0.092 0.201
H 0.011 -0.184 -0.014
H -0.110 0.154 -0.101
H -0.130 -0.039 -0.211
H -0.001 -0.146 0.050
C -0.337 -0.117 -0.007
C -0.006 0.007 0.262
C -0.133 0.556 -0.499
O 0.116 -0.714 0.152
C 0.664 0.601 0.008
H -0.013 -0.163 0.014
H 0.145 0.013 0.039
H -0.061 0.091 -0.013
H -0.011 0.044 -0.022
H 0.060 -0.109 0.069
H -0.137 -0.043 -0.038
H -0.230 0.072 0.083
H -0.062 0.050 0.342

Output
- <S²> = 0.793
- maximum force (eV/Å) = 3.4
- charge = +1
- HOMO (spin up / spin down) (eV) = -8.4 / -8.1
- spin multiplicity = 2

=====

Entry 2:
This record from OMol25 describes C6H7N as an isolated structure at a distorted geometry. The level of theory is ωB97M-V with the def2-TZVPD basis set.

Each line ends with the Löwdin charge.
Geometry (Å):
1 C 2.04887 0.11616 -0.17664  -0.1508
2 C 0.63981 0.66316 -0.37046  -0.2472
3 C -0.56897 -0.28908 -0.81376  -0.0606
4 C -1.57925 0.56356 -0.03692  -0.0904
5 C -1.67221 -0.82639 0.40384  -0.1251
6 N -0.38960 -0.84294 0.86095  0.1535
7 C -0.27797 0.69194 0.81331  -0.2172
8 H 2.66771 0.94142 0.20705  0.0633
9 H 2.46192 -0.12046 -1.16450  0.0561
10 H 2.23352 -0.75335 0.48337  0.0591
11 H -0.71798 -0.90303 -1.71762  0.1469
12 H -2.27034 1.28063 -0.47902  0.1412
13 H -2.31447 -1.68869 0.26264  0.1313
14 H -0.20617 1.18854 1.79130  0.1399

Force components x, y, z for each atom (eV/Å):
C 0.012 0.162 -0.217
C -0.202 0.124 -0.551
C 1.726 1.472 -1.682
C -0.149 -0.207 -0.143
C -0.367 -0.146 1.616
N -1.277 -1.156 0.901
C 0.292 0.143 -0.060
H -0.168 -0.142 -0.071
H 0.022 -0.039 0.177
H -0.362 0.183 -0.105
H 0.040 -0.012 0.737
H 0.154 -0.269 0.164
H 0.183 0.088 -0.421
H 0.096 -0.201 -0.345

Output
- relative energy (zero: lowest compared OMol25 entry of this formula, charge and spin) (kJ/mol) = 825.36
- maximum force (eV/Å) = 2.8
- charge = 0
- HOMO (spin up / spin down) (eV) = -6.4 / -6.4

=====

Entry 3:
This record from OMol25 describes a 2-piece molecular cluster, C9H14O overall at a distorted geometry. The level of theory is ωB97M-V with the def2-TZVPD basis set.

Each line ends with the Löwdin charge.
Geometry (Å):
1 C 1.05556 -0.99112 3.45413  -0.0546
2 C 1.11737 -0.49098 2.03147  -0.2858
3 C 1.72350 -1.22584 1.01533  -0.0477
4 C 1.72102 -0.82836 -0.31504  -0.0110
5 C 1.20655 0.42266 -0.61813  -0.3399
6 O 1.28614 0.86858 -1.91151  0.0297
7 C 0.59433 1.19083 0.36641  -0.0318
8 C 0.57830 0.74600 1.67701  -0.0471
9 H 2.07386 -1.12324 3.81945  0.0778
10 H 0.56369 -1.96199 3.55878  0.0805
11 H 0.56146 -0.24092 4.06459  0.0690
12 H 2.15889 -2.16466 1.31717  0.1103
13 H 2.30845 -1.39806 -1.01870  0.1161
14 H 1.26203 1.83748 -1.93752  0.1101
15 H 0.17757 2.13591 0.06101  0.1105
16 H 0.10816 1.33995 2.45099  0.1083
17 C -2.06013 -0.36288 -2.58886  -0.1801
18 C -2.55076 0.90731 -1.94469  -0.1736
19 H -2.02234 -0.39987 -3.68614  0.0648
20 H -1.09444 -0.67349 -2.19175  0.0488
21 H -2.79247 -1.17264 -2.42399  0.0670
22 H -3.62468 1.04674 -2.03380  0.0604
23 H -2.37770 0.76876 -0.87285  0.0593
24 H -1.97437 1.76982 -2.27333  0.0588

Force components x, y, z for each atom (eV/Å):
C 0.434 0.120 -0.342
C -0.180 0.290 -0.405
C -0.567 -0.227 0.342
C 0.770 0.280 0.713
C -0.274 0.099 -0.142
O 0.162 0.190 -0.196
C 0.432 -0.250 -0.216
C -0.228 -0.295 0.254
H 0.037 0.021 0.214
H -0.134 0.199 -0.114
H -0.086 -0.134 0.235
H 0.217 -0.281 -0.247
H -0.275 -0.002 -0.346
H -0.121 -0.406 0.110
H -0.177 0.274 0.177
H -0.043 0.129 -0.057
C -0.701 -1.332 -0.789
C 0.307 -0.252 0.670
H 0.301 0.662 0.148
H -0.014 0.001 -0.100
H 0.361 0.121 0.475
H -0.008 0.262 -0.399
H 0.023 0.340 0.030
H -0.236 0.192 -0.017

Output
- relative energy (zero: lowest compared OMol25 entry of this formula, charge and spin) (kJ/mol) = 26.95
- maximum force (eV/Å) = 1.7
- structure (SMILES) = Cc1ccc(O)cc1.CC
- charge = 0
- HOMO (eV) = -8.5